(1)
20
Properties=species:S:1:pos:R:3:lowdin_charge:R:1 method="wB97M-V/def2-TZVPD" de_lowest_ev=1.675 energy_ha=-345.218640 charge=-1 largest_force_ev_per_a=4.61 multiplicity=2 gap_ha="0.093 / 0.306"
C 1.16234 -2.22395 -1.69680 -0.21
C 1.94429 -1.34788 -0.76433 -0.25
H 0.69522 -1.59019 -2.47947 0.08
H 1.63723 -3.04154 -2.06531 0.00
H 0.47955 -2.84559 -1.06443 0.08
H 2.06589 -1.78171 0.24935 0.05
H 1.14867 -0.62021 -0.55612 0.04
H 2.83801 -0.76071 -0.89639 0.03
C -2.27732 -0.10244 1.39141 -0.13
C -0.35021 2.25636 -0.71680 -0.28
C -1.41149 0.89125 0.72593 -0.40
C -0.31333 1.45046 1.37981 -0.29
N -1.41749 1.48602 -0.53076 0.03
N 0.30375 2.40324 0.56805 0.00
H 0.03064 2.60521 -1.69388 0.07
H 0.91143 3.08585 0.95470 -0.05
H 0.04681 1.31560 2.40651 0.03
H -2.91324 0.33476 2.23976 0.07
H -1.58812 -0.84341 1.85722 0.05
H -2.99263 -0.67113 0.69156 0.08

(2)
97
Properties=species:S:1:pos:R:3:lowdin_charge:R:1 method="wB97M-V/def2-TZVPD" de_lowest_ev=2.303 energy_ha=-3352.975482 charge=+4 largest_force_ev_per_a=0.69 multiplicity=5 gap_ha="0.230 / 0.172"
Ru -0.95202 -0.79528 -0.08180 1.28
C 7.14673 -2.92757 -0.07513 -0.01
C 5.75122 -2.38809 -0.11468 -0.22
C 5.49470 -1.10507 -0.60202 0.01
C 4.20829 -0.60181 -0.68910 -0.05
C 3.16075 -1.41433 -0.26068 -0.35
C 3.37135 -2.70264 0.22020 -0.07
C 4.67122 -3.17243 0.29817 0.01
S 1.55498 -0.64934 -0.40273 0.96
O 1.64070 0.42789 -1.40875 -0.45
C 1.27287 -0.00580 1.23712 -0.36
C 1.29628 -0.98139 2.26726 -0.08
C 1.17482 -0.58624 3.56295 0.02
C 0.94942 0.77776 3.88934 -0.13
C 0.76243 1.17824 5.23145 0.01
C 0.51997 2.48830 5.53868 0.00
C 0.44365 3.45882 4.51360 -0.01
C 0.64334 3.10831 3.20894 0.00
C 0.91681 1.75626 2.85586 -0.11
C 1.15808 1.35048 1.51199 -0.13
C 1.33263 2.41056 0.47560 -0.09
C 2.43007 3.29709 0.55645 -0.10
C 3.49197 3.09727 1.46633 0.10
C 4.57196 3.98993 1.53658 0.04
C 4.62457 5.09803 0.71178 0.04
C 3.59606 5.32111 -0.20883 0.11
C 2.49776 4.42746 -0.31062 -0.12
C 1.48994 4.65794 -1.24221 0.10
C 0.43347 3.74837 -1.36239 0.03
C 0.38653 2.64315 -0.53369 -0.24
S -1.05676 1.58165 -0.71084 0.95
O -2.11910 2.21197 0.10408 -0.44
C -1.48790 1.68303 -2.41717 -0.40
C -0.62017 1.33163 -3.45817 -0.05
C -1.07502 1.44648 -4.75581 0.01
C -2.36891 1.89819 -5.04978 -0.22
C -2.82881 2.00304 -6.46939 -0.01
C -3.20500 2.25049 -3.98984 0.01
C -2.78076 2.14720 -2.67434 -0.06
H 7.87842 -2.13069 0.04053 0.09
H 7.36394 -3.44656 -1.01238 0.11
H 7.27246 -3.64128 0.73717 0.10
H 6.32061 -0.49493 -0.94152 0.13
H 4.02190 0.37077 -1.11646 0.11
H 2.56938 -3.33731 0.55634 0.09
H 4.85241 -4.16970 0.67592 0.14
H 1.43064 -2.02589 2.02480 0.11
H 1.23039 -1.31076 4.36351 0.14
H 0.81670 0.43380 6.01331 0.13
H 0.38178 2.78893 6.56751 0.13
H 0.22455 4.48536 4.77009 0.13
H 0.57045 3.86669 2.44195 0.13
H 3.48827 2.23416 2.11764 0.14
H 5.36500 3.80344 2.24681 0.14
H 5.45126 5.79138 0.77162 0.14
H 3.63004 6.18821 -0.85438 0.15
H 1.52413 5.52761 -1.88409 0.15
H -0.33232 3.91584 -2.10451 0.14
H 0.38160 0.98674 -3.26754 0.10
H -0.40855 1.19018 -5.56824 0.14
H -2.08776 2.52303 -7.07820 0.10
H -3.77629 2.53071 -6.54781 0.09
H -2.95554 1.00373 -6.89293 0.11
H -4.19437 2.63548 -4.19665 0.13
H -3.42111 2.48417 -1.87341 0.11
O -3.55567 -7.28282 -1.38520 0.12
N -4.39601 -6.50733 -0.99969 -0.33
O -5.53171 -6.76129 -0.72575 0.16
C -3.98292 -5.08899 -0.83690 -0.03
C -4.97929 -4.17930 -0.82310 0.11
C -4.68619 -2.78243 -0.70328 -0.09
C -5.68385 -1.78748 -0.72998 0.08
C -5.30916 -0.47445 -0.60985 0.03
C -3.95614 -0.15301 -0.46882 -0.07
N -2.99650 -1.07106 -0.44861 -0.01
C -3.35926 -2.38196 -0.56010 -0.13
C -2.31759 -3.34989 -0.55568 -0.12
N -1.05190 -2.85159 -0.42179 -0.03
C -0.03391 -3.70367 -0.50066 -0.08
C -0.21387 -5.07216 -0.65860 0.03
C -1.48208 -5.59065 -0.75384 0.09
C -2.59096 -4.71643 -0.71924 -0.02
H -6.00576 -4.51684 -0.91103 0.16
H -6.72306 -2.06518 -0.84805 0.15
H -6.03729 0.32341 -0.62296 0.14
H -3.63983 0.87627 -0.34766 0.08
H 0.95597 -3.28415 -0.45297 0.06
H 0.64990 -5.71805 -0.71609 0.14
H -1.63728 -6.65277 -0.87939 0.13
N -2.73526 -0.87832 3.79497 0.23
C -2.40126 -0.14918 2.73054 -0.58
N -2.91949 1.06063 2.54691 0.23
O -1.55957 -0.62456 1.90428 -0.15
H -3.41440 -0.56773 4.47149 0.14
H -2.39097 -1.82124 3.86788 0.14
H -3.54432 1.47405 3.22145 0.14
H -2.56646 1.63442 1.78425 0.07

(3)
43
Properties=species:S:1:pos:R:3:lowdin_charge:R:1 method="wB97M-V/def2-TZVPD" energy_ha=-1981.209540 charge=+1 largest_force_ev_per_a=2.91 gap_ha=0.204
C 5.35693 -2.55788 0.39838 -0.23
P 4.96195 -0.77939 0.16232 0.95
O 5.08281 -0.59563 -1.44990 -0.27
N 3.18382 -0.61735 0.53022 -0.22
C 2.54670 -1.50080 1.22421 -0.37
S 0.86430 -1.16318 1.47163 1.13
C 1.19364 0.64870 1.20629 -0.44
C -0.12313 1.20186 0.64387 -0.22
C -1.26664 1.04048 1.67627 -0.19
C -2.32905 0.00302 1.20640 -0.19
C -3.50829 0.77012 0.61730 -0.14
N -4.47792 -0.06602 -0.07230 -0.13
C -4.29158 -1.18306 -0.82342 -0.10
C -5.51919 -1.54686 -1.26705 -0.11
C -6.46646 -0.65049 -0.77203 -0.09
C -5.78898 0.26011 -0.02158 -0.10
C 2.24274 0.44492 0.11099 -0.38
S 2.86690 1.92987 -0.75374 0.64
C 2.44388 1.70357 -2.48483 -0.10
O 4.26667 2.10386 -0.56178 -0.30
O 2.10434 3.04676 -0.29911 -0.28
H 5.15065 -3.11705 -0.51381 0.06
H 4.86678 -2.98684 1.26869 0.03
H 6.42757 -2.60080 0.57955 0.05
H 4.40269 -1.10091 -1.92157 0.08
H 2.95683 -2.39855 1.65842 0.10
H 1.55250 1.16716 2.08951 0.15
H -0.34848 0.65844 -0.27190 0.12
H 0.01702 2.25937 0.45044 0.11
H -1.77267 1.99995 1.73947 0.11
H -0.90127 0.81598 2.67703 0.11
H -2.63001 -0.56788 2.08153 0.12
H -1.87448 -0.67797 0.48845 0.08
H -3.10210 1.52955 -0.05854 0.13
H -4.00547 1.28006 1.43426 0.13
H -3.33594 -1.63630 -0.99267 0.10
H -5.72086 -2.38409 -1.91253 0.10
H -7.52334 -0.66381 -0.95179 0.10
H -6.19415 1.09051 0.52032 0.12
H 1.65241 -0.07454 -0.65624 0.11
H 1.78440 0.84368 -2.59415 0.07
H 3.35515 1.49464 -3.03590 0.08
H 1.89932 2.57673 -2.82072 0.08